{"formula": "C6H6BrClO4", "method": "ωB97M-V with the def2-TZVPD basis set", "symbols": ["C", "C", "C", "C", "C", "C", "O", "O", "O", "O", "Cl", "Br", "H", "H", "H", "H", "H", "H"], "coordinates": [[-0.4296, -2.3819, 0.1461], [-0.4276, 2.7111, -0.9458], [0.9075, -1.0239, -1.4945], [-1.3053, 1.1864, 1.0512], [-0.3678, -1.2697, -0.8131], [-0.2130, 1.8790, 0.3280], [-1.5097, -2.9832, 0.2297], [0.6709, 2.8922, -1.5096], [0.6389, -2.5493, 0.7687], [-1.5129, 3.2606, -1.0929], [-1.7139, -1.1150, -2.0350], [1.5942, 1.7217, 0.6696], [1.7915, -1.2669, -0.8349], [0.9767, -1.6934, -2.3624], [0.9681, 0.0360, -1.6217], [-1.2736, 0.1518, 0.7633], [-1.1559, 1.1256, 2.1302], [-2.2788, 1.5522, 0.8332]], "charge": -2, "gap_ev": [6.78, 6.13], "homo_ev": [-1.368, -0.687], "energy_ev": -97072.029}


{"formula": "C4H11NOS", "method": "ωB97M-V with the def2-TZVPD basis set", "symbols": ["C", "C", "C", "C", "N", "O", "S", "H", "H", "H", "H", "H", "H", "H", "H", "H", "H", "H"], "coordinates": [[-1.8677, 1.1678, -0.6097], [-0.7445, -1.9269, 0.1333], [-2.0323, 0.1651, 0.4596], [-0.7631, -0.6562, 0.4931], [3.7810, -0.1816, -0.9180], [2.2148, 0.9994, 0.8833], [2.6776, -0.4477, 0.0238], [-0.8222, 1.4917, -0.6454], [-2.2443, 1.0234, -1.6761], [-2.3664, 2.0901, -0.3678], [-1.5240, -2.1493, -0.5604], [0.1555, -2.4839, 0.3285], [2.4919, 1.8582, 0.7040], [-2.0458, 0.6140, 1.4933], [-2.9159, -0.4908, 0.4805], [-0.0073, -0.0606, 1.0315], [4.5742, -0.7109, -0.6390], [1.4385, -0.3018, -0.6144]], "gap_ev": 10.25, "homo_ev": -9.472, "energy_ev": -18695.257}


{"formula": "C20H27N7", "method": "ωB97M-V with the def2-TZVPD basis set", "symbols": ["C", "C", "N", "H", "H", "H", "C", "C", "N", "H", "H", "H", "C", "C", "N", "H", "H", "H", "C", "C", "N", "H", "H", "H", "N", "C", "C", "C", "C", "H", "H", "H", "H", "H", "N", "C", "C", "C", "C", "H", "H", "H", "H", "H", "N", "C", "C", "C", "C", "H", "H", "H", "H", "H"], "coordinates": [[36.8783, 3.6272, 8.9151], [37.4335, 3.5116, 10.3135], [37.8910, 3.3626, 11.3775], [37.2969, 2.7421, 8.4360], [37.2357, 4.4686, 8.3215], [35.7935, 3.6160, 9.0211], [31.7951, 8.9112, 8.5473], [30.6179, 8.0761, 8.1550], [29.6722, 7.4453, 7.8019], [32.1294, 8.5462, 9.5184], [31.4227, 9.9251, 8.6935], [32.5894, 8.8363, 7.8046], [30.2866, 1.7304, 13.5218], [30.6221, 1.8920, 12.0608], [30.8799, 2.0221, 10.9449], [29.4178, 1.0733, 13.5608], [30.1560, 2.7627, 13.8466], [31.1213, 1.2731, 14.0531], [36.6266, 6.0689, 13.1521], [36.3569, 7.0825, 12.1318], [36.1560, 7.9146, 11.3253], [37.5031, 6.3575, 13.7323], [36.5409, 5.0449, 12.7884], [35.8968, 6.1922, 13.9523], [31.5390, 11.3770, 12.4633], [32.1154, 12.3294, 11.7315], [33.1765, 11.7798, 11.0239], [33.2394, 10.4030, 11.4218], [32.1554, 10.1113, 12.1869], [30.6428, 11.4338, 12.9257], [31.6920, 13.3216, 11.7822], [33.8897, 12.3229, 10.4216], [33.9992, 9.6921, 11.1326], [31.8280, 9.1208, 12.4663], [28.2555, 5.9236, 10.5029], [28.9216, 6.9616, 11.0173], [28.5968, 6.9862, 12.3672], [27.8253, 5.8818, 12.7693], [27.5733, 5.2965, 11.4938], [28.1986, 5.6992, 9.5198], [29.5115, 7.6122, 10.3888], [29.1299, 7.6780, 13.0026], [27.5758, 5.4954, 13.7464], [26.9830, 4.4066, 11.3322], [32.2415, 4.5404, 10.7905], [33.4898, 4.3315, 10.1502], [34.1978, 5.5598, 10.1659], [33.4453, 6.3696, 10.9820], [32.2375, 5.8012, 11.2477], [31.4635, 3.9078, 10.9111], [33.6399, 3.3662, 9.6897], [35.1794, 5.7939, 9.7813], [33.6348, 7.3802, 11.3125], [31.4295, 6.1859, 11.8523]], "gap_ev": 8.41, "homo_ev": -7.924, "energy_ev": -31605.326}


{"formula": "C4H8N2O3", "method": "ωB97M-V with the def2-TZVPD basis set", "symbols": ["C", "C", "C", "C", "N", "N", "O", "O", "O", "H", "H", "H", "H", "H", "H", "H", "H"], "coordinates": [[-0.8848, 0.4944, -1.1319], [0.3254, 0.1807, -0.2132], [-1.8243, -0.7916, 0.6821], [1.1875, 1.2520, 0.3598], [-1.1459, 0.3974, 0.2448], [0.8265, -1.0939, -0.0849], [0.4087, -1.9820, -0.8227], [1.7360, -1.2808, 0.7266], [2.5255, 1.1806, -0.0616], [-1.0714, 1.4462, -1.5695], [-1.1524, -0.3239, -1.8245], [-2.8788, -0.5059, 0.5786], [-1.6148, -1.6915, -0.0569], [-1.4097, -1.0108, 1.5837], [1.1796, 1.3160, 1.4846], [0.8961, 2.1912, 0.0317], [2.8968, 0.2218, 0.0733]], "gap_ev": 9.53, "homo_ev": -10.135, "energy_ev": -13395.034}


Copy entry 4 word for word.
{"formula": "C4H8N2O3", "method": "ωB97M-V with the def2-TZVPD basis set", "symbols": ["C", "C", "C", "C", "N", "N", "O", "O", "O", "H", "H", "H", "H", "H", "H", "H", "H"], "coordinates": [[-0.8848, 0.4944, -1.1319], [0.3254, 0.1807, -0.2132], [-1.8243, -0.7916, 0.6821], [1.1875, 1.2520, 0.3598], [-1.1459, 0.3974, 0.2448], [0.8265, -1.0939, -0.0849], [0.4087, -1.9820, -0.8227], [1.7360, -1.2808, 0.7266], [2.5255, 1.1806, -0.0616], [-1.0714, 1.4462, -1.5695], [-1.1524, -0.3239, -1.8245], [-2.8788, -0.5059, 0.5786], [-1.6148, -1.6915, -0.0569], [-1.4097, -1.0108, 1.5837], [1.1796, 1.3160, 1.4846], [0.8961, 2.1912, 0.0317], [2.8968, 0.2218, 0.0733]], "gap_ev": 9.53, "homo_ev": -10.135, "energy_ev": -13395.034}